#w
Density functional theory data (ωB97M-V/def2-TZVPD) for C18H14Br2ClCoN6O4S2 as an isolated structure.

Computed properties:
- LUMO (alpha / beta): -0.240 / -0.301 hartree
- Highest occupied orbital energy (alpha / beta): -14.3 / -14.3 eV
- Gap between HOMO and LUMO (alpha / beta): 7.7930 / 6.1191 eV

Structure (ORCA input):
```
! wB97M-V def2-TZVPD RIJCOSX def2/J DEFGRID3
* xyz 2 5
Co -0.53 1.46 0.48
Br -2.63 4.36 -1.55
C -1.20 3.62 -2.54
Br 0.27 2.97 -1.39
H -0.71 4.39 -3.13
H -1.53 2.77 -3.12
O 2.17 0.01 5.37
C 2.17 -1.01 4.54
O 2.43 -2.13 4.87
C 1.86 -0.73 3.08
C 2.02 -1.65 2.07
Cl 2.61 -3.22 2.22
N 1.65 -1.05 0.88
N 1.24 0.22 1.13
C 1.34 0.41 2.43
C 0.77 1.72 2.96
O 1.07 2.11 4.07
O -0.09 2.26 2.16
C 1.38 -1.50 -0.50
C 1.97 -2.83 -0.86
C 2.28 -3.26 -2.11
C 2.13 -2.61 -3.37
C 1.75 -1.27 -3.62
C 1.68 -0.26 -2.74
H 1.91 0.86 4.96
H 2.11 -3.52 -0.04
H 2.66 -4.27 -2.16
H 2.31 -3.23 -4.24
H 1.50 -1.01 -4.64
H 1.39 0.75 -3.00
N -3.16 3.17 1.89
C -3.47 2.14 1.09
N -2.56 1.37 0.52
C -3.15 0.35 -0.22
C -4.48 0.39 -0.27
S -5.08 1.70 0.68
C -2.21 -0.67 -0.72
C -2.44 -1.90 -1.26
S -0.98 -2.75 -1.43
C -0.12 -1.44 -0.79
N -0.88 -0.42 -0.48
N 2.10 -0.42 -1.35
H -2.21 3.27 2.23
H -3.88 3.70 2.35
H -5.16 -0.29 -0.78
H -3.39 -2.35 -1.52
H 3.10 -0.66 -1.30
H 1.98 0.46 -0.83
*
```



#x
Density functional theory data (ωB97M-V/def2-TZVPD) for C18H14Br2ClCoN6O4S2 as an isolated structure.

Computed properties:
- LUMO (alpha / beta): -0.248 / -0.344 hartree
- Highest occupied orbital energy (alpha / beta): -14.7 / -14.7 eV
- Gap between HOMO and LUMO (alpha / beta): 7.9797 / 5.3664 eV

Structure (ORCA input):
```
! wB97M-V def2-TZVPD RIJCOSX def2/J DEFGRID3
* xyz 2 5
Co -0.04 -0.13 -0.43
Br 0.16 0.01 2.36
C 0.72 1.75 3.03
Br 0.28 3.17 1.82
H 1.80 1.72 3.16
H 0.21 1.91 3.97
O 6.24 -2.10 0.07
C 4.92 -2.26 -0.03
O 4.41 -3.33 -0.03
C 4.08 -1.02 -0.15
C 4.42 0.33 -0.09
Cl 5.95 1.06 0.06
N 3.30 1.06 -0.27
N 2.24 0.26 -0.45
C 2.70 -1.00 -0.39
C 1.62 -2.03 -0.62
O 1.58 -3.12 -0.08
O 0.67 -1.55 -1.37
C 3.20 2.47 -0.51
C 2.67 2.88 -1.73
C 2.58 4.24 -2.00
C 3.03 5.17 -1.07
C 3.57 4.74 0.13
C 3.66 3.38 0.42
H 6.54 -1.19 0.04
H 2.38 2.13 -2.46
H 2.21 4.57 -2.97
H 2.98 6.22 -1.30
H 3.92 5.46 0.85
H 4.07 3.05 1.37
N -0.79 3.23 -1.45
C -1.74 2.45 -0.94
N -1.60 1.19 -0.59
C -2.79 0.67 -0.12
C -3.84 1.55 -0.10
S -3.37 3.07 -0.68
C -2.85 -0.73 0.19
C -3.98 -1.48 0.51
S -3.62 -3.12 0.65
C -1.91 -2.74 0.27
N -1.70 -1.44 0.10
N -1.01 -3.68 0.18
H 0.16 2.89 -1.53
H -0.97 4.19 -1.67
H -4.85 1.36 0.23
H -5.00 -1.12 0.63
H -1.27 -4.65 0.30
H 0.01 -3.48 -0.04
*
```



Which structure loses on stability? #w does.



#w
Density functional theory data (ωB97M-V/def2-TZVPD) for a 2-piece molecular cluster, C4H10O3 overall.

Computed properties:
- LUMO: 0.020 hartree
- Highest occupied orbital energy: -10.3 eV
- SMILES: CCC(=O)OC.O
- Gap between HOMO and LUMO: 10.8173 eV

Structure (ORCA input):
```
! wB97M-V def2-TZVPD RIJCOSX def2/J DEFGRID3
* xyz 0 1
C 0.75 0.69 0.89
C -0.07 -0.04 -0.24
C 0.68 -1.04 -1.20
O 0.60 -0.91 -2.43
O 1.26 -1.99 -0.48
C 2.06 -2.93 -1.19
H 0.16 1.55 1.27
H 1.73 1.06 0.55
H 0.91 -0.02 1.72
H -0.88 -0.68 0.16
H -0.52 0.68 -0.95
H 2.94 -2.46 -1.66
H 1.38 -3.29 -1.98
H 2.40 -3.79 -0.59
O -4.78 4.58 2.20
H -4.21 3.92 2.65
H -4.42 4.65 1.29
*
```



#x
Density functional theory data (ωB97M-V/def2-TZVPD) for a 2-piece molecular cluster, C4H10O3 overall.

Computed properties:
- LUMO: 0.020 hartree
- Highest occupied orbital energy: -9.7 eV
- SMILES: C[C@@H](O)CC=O.O
- Gap between HOMO and LUMO: 10.2176 eV

Structure (ORCA input):
```
! wB97M-V def2-TZVPD RIJCOSX def2/J DEFGRID3
* xyz 0 1
C 1.59 2.43 0.21
C 0.48 1.39 0.28
O -0.17 1.33 -0.99
C 1.02 0.01 0.63
C -0.13 -0.95 0.84
O -0.77 -0.99 1.86
H 2.25 2.23 -0.63
H 2.17 2.44 1.12
H 1.16 3.41 0.07
H -0.26 1.69 1.03
H -1.11 1.47 -0.90
H 1.64 -0.39 -0.18
H 1.60 0.03 1.55
H -0.41 -1.62 0.00
O -1.65 -2.96 -1.97
H -2.51 -3.19 -2.34
H -1.51 -2.03 -2.20
*
```



Which structure loses on stability? #x does.



#w
Density functional theory data (ωB97M-V/def2-TZVPD) for C2H4N2O2S in the gas phase.

Computed properties:
- LUMO: 0.009 hartree
- Highest occupied orbital energy: -10.0 eV
- SMILES: NC(=O)N(S)C=O
- Gap between HOMO and LUMO: 10.2100 eV

Structure (ORCA input):
```
! wB97M-V def2-TZVPD RIJCOSX def2/J DEFGRID3
* xyz 0 1
N -1.85 0.02 0.08
C -0.71 0.69 -0.28
O -0.67 1.79 -0.82
N 0.38 -0.04 0.02
S 0.54 -0.91 1.61
C 1.70 0.25 -0.48
O 2.62 -0.45 -0.22
H -1.92 -0.93 0.27
H -2.70 0.64 -0.12
H 0.85 -2.04 1.16
H 1.76 0.97 -1.22
*
```



#x
Density functional theory data (ωB97M-V/def2-TZVPD) for C2H4N2O2S in the gas phase.

Computed properties:
- LUMO: 0.014 hartree
- Highest occupied orbital energy: -8.9 eV
- SMILES: O=CN(O)/C=N\S
- Gap between HOMO and LUMO: 9.2585 eV

Structure (ORCA input):
```
! wB97M-V def2-TZVPD RIJCOSX def2/J DEFGRID3
* xyz 0 1
O 0.37 1.97 -0.31
C -0.64 1.20 -0.22
N -0.60 -0.13 0.07
O -1.92 -0.70 0.28
C 0.35 -1.09 -0.51
N 1.59 -0.92 -0.47
S 2.71 0.02 0.23
H -1.69 1.54 -0.12
H -1.95 -0.99 1.25
H -0.04 -1.86 -1.11
H 1.81 0.95 0.92
*
```



Which structure loses on stability? #x does.



#w
Density functional theory data (ωB97M-V/def2-TZVPD) for C4H4O2S2 in the gas phase.

Computed properties:
- LUMO: -0.063 hartree
- Highest occupied orbital energy: -9.5 eV
- SMILES: O=CCSC(=O)C=S
- Gap between HOMO and LUMO: 7.7665 eV

Structure (ORCA input):
```
! wB97M-V def2-TZVPD RIJCOSX def2/J DEFGRID3
* xyz 0 1
O -0.46 2.16 2.49
C -0.29 1.48 1.55
C 0.06 0.03 1.56
S -0.64 -0.86 0.12
C 0.28 -0.34 -1.16
O 1.30 0.38 -1.09
C -0.24 -1.28 -2.30
S 0.18 -0.99 -3.85
H -0.28 1.77 0.50
H 1.11 0.21 1.55
H -0.07 -0.56 2.54
H -0.96 -1.99 -1.92
*
```



#x
Density functional theory data (ωB97M-V/def2-TZVPD) for C4H4O2S2 in the gas phase.

Computed properties:
- LUMO: -0.017 hartree
- Highest occupied orbital energy: -8.2 eV
- SMILES: OC(=S)C1=COCS1
- Gap between HOMO and LUMO: 7.7778 eV

Structure (ORCA input):
```
! wB97M-V def2-TZVPD RIJCOSX def2/J DEFGRID3
* xyz 0 1
O -2.44 -0.43 -0.03
C -1.54 -0.07 0.92
S -1.98 0.06 2.54
C -0.29 -0.10 0.27
C 0.94 0.02 0.82
O 1.94 0.28 -0.03
C 1.69 0.08 -1.50
S -0.19 -0.02 -1.52
H -3.31 0.03 0.52
H 1.00 0.09 1.86
H 1.98 -0.87 -1.85
H 2.19 0.95 -2.01
*
```



#y
Density functional theory data (ωB97M-V/def2-TZVPD) for C4H4O2S2 in the gas phase.

Computed properties:
- LUMO: -0.041 hartree
- Highest occupied orbital energy: -9.4 eV
- SMILES: O=CC(S)(C=O)C=S
- Gap between HOMO and LUMO: 8.2721 eV

Structure (ORCA input):
```
! wB97M-V def2-TZVPD RIJCOSX def2/J DEFGRID3
* xyz 0 1
O -1.00 -1.34 -1.78
C -0.17 -1.17 -0.89
C -0.27 0.01 0.05
S -1.35 -0.46 1.51
C -1.02 1.12 -0.72
O -0.71 2.31 -0.64
C 1.06 0.49 0.49
S 2.50 -0.15 0.12
H 0.72 -1.84 -0.78
H -2.37 -0.91 0.74
H -1.85 0.69 -1.37
H 1.17 1.40 1.09
*
```



Which structure loses on stability? #x does.